## i
27
Properties=species:S:1:pos:R:3:mulliken_charge:R:1 method="wB97M-V/def2-TZVPD" charge=+1 homo_lumo_gap_ev=9.6
N 3.6003 -0.0236 0.1376 -0.679
C 2.2642 0.2402 0.4137 0.090
O 0.2969 -1.1117 1.0948 -0.607
H 3.8441 -0.0177 -0.8700 0.252
H 2.6677 -1.8263 -0.3549 0.355
H 1.9677 1.4315 -1.4336 0.354
H -0.2828 0.8348 1.5261 0.235
H -0.9782 -1.7360 0.6595 0.347
N -1.9028 -1.9451 0.1067 -0.268
H 4.1587 0.5510 0.7760 0.305
C -2.7629 -1.0377 -0.0003 0.286
H -2.7322 1.7121 -0.3835 0.047
C -0.7042 1.5050 0.6658 -0.742
H -0.7160 2.5371 0.9619 0.584
C 0.0260 1.1815 -0.6841 -0.178
O 1.8431 -2.1541 -0.0305 -0.457
H 2.1342 0.5493 1.3973 0.502
H -4.5438 -0.3866 -0.6191 0.264
H -0.1769 0.0684 -0.8135 0.117
C 1.5357 1.3687 -0.4216 -0.725
H 1.7654 2.3081 0.2073 0.225
P -2.4305 1.1445 0.8744 0.021
N -3.8721 -1.2039 -0.6375 -0.392
H -0.2090 1.9741 -1.4528 0.396
H -1.9429 -2.9162 -0.2975 0.223
H -4.1468 -1.9916 -1.2699 0.221
C 1.2973 -1.0557 0.4478 0.225

---

## ii
27
Properties=species:S:1:pos:R:3:mulliken_charge:R:1 method="wB97M-V/def2-TZVPD" charge=+1 homo_lumo_gap_ev=9.4
C 2.8838 -0.6892 -0.3390 -0.895
H 2.0774 -0.3262 1.5805 0.385
H -3.2813 -2.5594 -0.0204 0.248
H -3.2298 -1.6485 -1.4231 0.246
N -0.5694 1.7249 -0.8785 -0.534
P 1.6453 -2.1152 -0.5426 0.024
H 2.1259 -2.9500 0.5697 0.082
H -3.3454 -0.9077 1.5142 0.281
H 3.0273 -0.2309 -1.3693 0.368
O 0.4254 -1.4626 0.4904 -0.388
C -0.1683 -0.3132 0.4926 0.721
N -3.1228 -1.6759 -0.4028 -0.262
H -0.5804 2.3808 -0.1080 0.278
H 0.8748 0.3548 -1.3030 0.560
O -1.1194 -0.1170 1.2293 -0.630
H -2.7801 0.8600 -0.9206 0.282
C -3.1920 -0.5889 0.4254 0.146
H 3.5689 0.7717 1.0813 0.365
C 0.4112 0.8021 -0.4688 -0.243
H -3.3230 1.4913 0.5483 0.277
H 2.0654 2.0290 -0.4044 0.478
H -0.3719 2.2925 -1.6762 0.271
N -3.2995 0.6970 -0.0626 -0.390
C 1.6319 1.3687 0.3120 -1.086
C 2.5812 0.2511 0.8482 -0.625
H 1.3387 1.8668 1.1440 0.545
H 3.7259 -1.3063 -0.3167 0.495

---

Last place for stability: i

---

## i
24
Properties=species:S:1:pos:R:3:mulliken_charge:R:1 method="wB97M-V/def2-TZVPD" spin_multiplicity=2 charge=+1 homo_lumo_gap_ev="10.5 / 5.5"
H -1.1096 -0.1563 -0.5408 0.484
H 0.7757 -0.3413 -1.6900 0.334
C 0.3276 -2.0116 0.2435 -0.246
H -2.3393 2.6476 1.2078 0.282
H 1.1517 -3.7289 1.3293 0.320
H 0.3030 -2.7051 2.3682 0.348
H 1.4515 1.7779 -2.7247 0.386
C 0.8419 0.6400 -1.0883 -0.697
C 0.5881 1.8326 -2.0453 -1.242
H 1.8232 0.7868 -0.6274 0.404
H 1.3288 -0.3071 1.0600 0.352
H 1.2426 -2.2171 -0.3594 0.358
N -2.0210 2.0658 0.4257 -0.551
N 0.4069 -0.6748 0.8442 -0.080
H -2.6230 1.2436 0.3270 0.232
C -0.6607 1.5893 0.7622 -0.807
H -0.3733 1.7429 -2.5516 0.347
H 0.5311 2.7683 -1.5131 0.345
H -0.5802 1.3289 1.8562 0.329
H 0.1243 2.3430 0.5936 0.338
H -0.6137 -3.7384 1.1992 0.304
H -0.5552 -2.0760 -0.3852 0.372
C -0.2666 0.2959 -0.0357 0.198
C 0.2464 -3.1059 1.3444 -1.109

---

## ii
24
Properties=species:S:1:pos:R:3:mulliken_charge:R:1 method="wB97M-V/def2-TZVPD" spin_multiplicity=2 charge=+1 homo_lumo_gap_ev="11.1 / 6.1"
H 0.9139 -0.4385 1.5928 0.316
H -1.5104 0.6986 0.3242 0.526
N -0.0240 -0.0214 1.5680 0.008
H 2.2723 0.3625 -1.5916 0.352
C -0.5214 0.2230 0.2015 -0.137
C -0.6506 -1.0762 -0.6721 -0.777
C 0.4983 1.1725 -0.4476 0.417
H 0.2359 -1.1212 -1.3172 0.409
H -0.2952 0.8374 -2.4833 0.354
H -0.7831 -3.0604 -0.6440 0.291
H 2.2956 -0.0043 0.1495 0.399
H -0.2088 -2.4543 0.8010 0.178
C 1.9589 0.7330 -0.5634 -1.447
C -1.0020 -0.5445 2.5115 -0.738
H -1.4626 -0.8455 -1.4375 0.377
H 2.6311 1.6041 -0.4691 0.374
H 0.6878 2.2044 -2.3722 0.430
H -0.4831 -0.6258 3.4717 0.361
C -0.0600 1.6352 -1.7938 -1.553
H -0.7778 2.4529 -1.7941 0.414
H 0.3792 2.0990 0.1778 0.329
H -1.9065 0.0759 2.5024 0.309
H -1.3201 -1.5881 2.2390 0.374
N -0.8674 -2.3183 0.0465 -0.566

---

Last place for stability: i

---

## i
11
Properties=species:S:1:pos:R:3:mulliken_charge:R:1 method="wB97M-V/def2-TZVPD" charge=0 homo_lumo_gap_ev=9.4
H 3.2116 -0.1151 0.2765 0.120
S 2.4163 -0.4437 -0.8344 -0.167
C -1.5917 -0.0475 -0.0950 -1.038
H -2.4268 -0.3583 0.5104 0.318
H -1.5459 -0.8455 -0.8079 0.304
H 0.9807 1.1709 -0.9622 0.229
H -0.1953 0.6527 1.4593 0.235
H 0.0185 -1.1326 0.7626 0.307
C -0.3038 -0.1518 0.6396 -0.220
N 1.1985 0.5071 -0.2550 -0.458
H -1.7622 0.7637 -0.6939 0.371

---

## ii
11
Properties=species:S:1:pos:R:3:mulliken_charge:R:1 method="wB97M-V/def2-TZVPD" charge=0 homo_lumo_gap_ev=8.9
H -1.0321 0.3427 0.7506 0.262
N -0.1179 0.1113 -0.3530 -0.167
H -0.9620 0.0608 2.7980 0.069
C 1.1421 -0.4699 0.0411 -0.845
H 1.7070 -0.8396 -0.8176 0.322
H 0.2857 0.1400 -2.3663 0.241
C -0.4047 0.3440 -1.5519 -0.240
H 1.7159 0.2810 0.5906 0.294
S -1.8855 0.5654 1.9772 -0.476
H 0.9247 -1.2991 0.7164 0.286
H -1.3731 0.7635 -1.7852 0.254

---

## iii
11
Properties=species:S:1:pos:R:3:mulliken_charge:R:1 method="wB97M-V/def2-TZVPD" charge=0 homo_lumo_gap_ev=9.3
H -0.0858 1.1461 0.5943 0.198
N -1.1312 -0.3884 -0.5211 -0.332
H -0.1584 1.2405 -1.1950 0.269
H -1.5837 1.7088 -0.3681 0.389
H 3.6878 -0.7174 2.4471 0.150
S 4.3989 -0.5323 1.2981 -0.310
C -2.2637 -0.7779 -0.7059 -0.379
H 3.5164 -1.1854 0.4815 0.159
H -3.0688 -0.2771 -0.0724 0.271
H -2.5199 -1.2898 -1.5880 0.257
C -0.7916 1.0728 -0.3706 -0.671

---

Last place for stability: iii

---

## i
8
Properties=species:S:1:pos:R:3:mulliken_charge:R:1 method="wB97M-V/def2-TZVPD" charge=0 homo_lumo_gap_ev=9.5
C -0.9311 -0.2525 -0.0894 -0.091
H 1.5347 1.0195 -0.0086 0.282
C -2.8558 0.2824 0.0951 0.204
H 2.0295 -0.3823 0.9350 0.268
N -3.9869 0.3515 0.1320 -0.254
H 2.3090 -0.3450 -0.8250 0.302
C 0.2747 -0.6033 -0.2123 0.128
C 1.6258 -0.0702 -0.0269 -0.840

---

## ii
8
Properties=species:S:1:pos:R:3:mulliken_charge:R:1 method="wB97M-V/def2-TZVPD" charge=0 homo_lumo_gap_ev=11.5
N -2.5354 0.9712 -0.0409 -0.348
H -0.5465 -1.3435 0.7235 0.232
C 1.9022 0.6435 0.1627 0.109
C -1.6056 0.2849 -0.0553 0.173
H -0.4629 -1.1689 -1.0276 0.232
C -0.4381 -0.6118 -0.0836 -0.367
H 2.8477 1.1287 0.2689 0.394
C 0.8386 0.0959 0.0524 -0.425

---

Last place for stability: i

---

## i
16
Properties=species:S:1:pos:R:3:mulliken_charge:R:1 method="wB97M-V/def2-TZVPD" charge=0 homo_lumo_gap_ev=9.9
H -0.2954 -1.3643 -1.6094 0.332
C 0.4900 -0.8525 -1.0407 -0.860
H -2.0751 1.1250 0.8579 0.141
H 2.2187 2.5831 0.1174 0.289
N 1.1166 -1.7151 0.0040 -0.495
H -0.6357 -1.6931 1.2785 0.266
C -0.1269 0.0323 0.0413 1.027
H 1.2080 -0.3662 -1.7259 0.239
H 2.2593 1.2247 -0.9850 0.169
C 1.7178 1.6912 -0.1739 -0.941
H 2.0073 -1.3553 0.2251 0.339
H 0.7143 -0.7999 1.9990 0.311
H 0.2508 1.7515 1.3454 0.318
C 0.2456 -1.0914 1.0412 -0.623
C 0.5821 1.2849 0.3872 -0.293
S -1.9325 0.2821 -0.1913 -0.218

---

## ii
16
Properties=species:S:1:pos:R:3:mulliken_charge:R:1 method="wB97M-V/def2-TZVPD" charge=0 homo_lumo_gap_ev=8.3
C 0.1633 1.8108 -1.7976 -0.289
H 1.0448 1.9371 -2.5096 0.303
H -0.6792 2.0346 0.4529 0.356
C -0.4620 1.8723 -0.6763 -0.179
H -0.9816 -1.1864 1.1223 0.510
S 1.1322 -0.3434 1.3540 0.212
C -0.1160 -1.1965 0.6613 -0.329
H 0.8313 -1.4809 -1.2286 0.335
C -1.3371 2.0108 -1.8914 -0.529
H -1.9378 1.0818 -2.1715 0.136
H -0.6824 -1.5902 -1.3523 0.301
H -1.7969 3.0375 -2.2135 0.202
N 0.5248 0.3924 2.5809 -0.589
C 0.0328 -1.8980 -0.6545 -1.004
H 1.3117 0.8118 3.2306 0.238
H -0.1791 -2.9575 -0.6095 0.329

---

Last place for stability: ii

---

## i
12
Properties=species:S:1:pos:R:3:mulliken_charge:R:1 method="wB97M-V/def2-TZVPD" spin_multiplicity=3 charge=+1 homo_lumo_gap_ev="7.7 / 8.4"
H 0.9452 1.5978 -1.0278 0.364
H 1.9612 -1.0291 0.4852 0.307
C -0.7033 0.6693 0.6549 -0.299
H 1.4928 1.2968 0.7393 0.283
H -0.7673 -1.4885 1.2444 0.455
H 1.0748 -1.1944 -1.0381 0.334
C -1.8699 0.4745 -0.1001 -0.087
H -2.6863 0.8347 -0.6293 0.417
C 1.0630 0.8202 -0.1699 -0.179
N -1.2589 -0.5260 -0.5580 -0.223
C 1.0872 -0.6624 -0.1233 -0.776
C -0.3385 -0.7929 0.5227 0.404

---

## ii
12
Properties=species:S:1:pos:R:3:mulliken_charge:R:1 method="wB97M-V/def2-TZVPD" spin_multiplicity=3 charge=+1 homo_lumo_gap_ev="6.4 / 6.6"
H -4.0511 -0.7502 0.6629 0.416
C -0.2082 0.7496 -0.7401 0.088
C -3.0740 -0.4323 0.4146 -0.071
H 1.3169 -1.7321 -0.5895 0.280
C 1.7145 -0.8235 0.0756 -0.759
N 0.8636 0.2274 -0.1139 0.134
H 0.8972 2.1040 1.0749 0.376
H 2.6947 -0.5330 -0.3565 0.312
H 1.6598 -1.2517 1.0811 0.329
C -2.0848 0.0260 -0.0560 -0.049
C 0.5620 1.3398 0.3359 -0.391
H -0.2906 1.0760 -1.7889 0.335

---

Last place for stability: ii